Entry i
{
  "formula": "C6H13NO",
  "method": "ωB97M-V with the def2-TZVPD basis set",
  "elements": ["C", "C", "N", "C", "C", "C", "C", "H", "H", "H", "H", "H", "H", "H", "H", "H", "H", "H", "H", "H", "O"],
  "positions_angstrom": [[-0.7105, -2.6158, 2.0377], [-0.7654, -1.6415, 1.0437], [-0.6123, -1.9893, -0.2046], [-0.1656, -0.9676, -1.1729], [3.3073, 0.7454, -1.3525], [1.8557, 0.4172, -1.5466], [1.2977, -0.6567, -0.9974], [-0.3928, -3.6010, 1.7524], [-0.9110, -2.3563, 3.0671], [-0.6943, -0.5927, 1.3060], [-0.1962, -2.9049, -0.3476], [-0.4857, -1.2643, -2.1705], [-0.8131, -0.0978, -1.0303], [3.6916, 1.6023, -1.9101], [3.4281, 1.0021, -0.2962], [3.9468, -0.0875, -1.6170], [1.2212, 1.0661, -2.1475], [1.9136, -1.4449, -0.5754], [-2.9377, 5.7542, 1.7959], [-4.2487, 5.2220, 1.3033], [-3.4607, 4.9453, 1.7936]],
  "mulliken_charge": [-0.757, 0.417, -0.076, -0.872, -1.140, -0.188, 0.004, 0.277, 0.305, 0.384, 0.311, 0.361, 0.383, 0.330, 0.286, 0.325, 0.340, 0.310, 0.327, 0.328, -0.655],
  "homo_energy_ha": [-0.48840, -0.48785],
  "multiplicity": 2,
  "total_charge": 1
}



Entry ii
{
  "formula": "C6H13NO",
  "method": "ωB97M-V with the def2-TZVPD basis set",
  "elements": ["C", "C", "N", "C", "C", "C", "C", "O", "H", "H", "H", "H", "H", "H", "H", "H", "H", "H", "H", "H", "H"],
  "positions_angstrom": [[-2.1345, -0.8060, -1.0828], [-0.9527, -1.0989, -0.1508], [0.0051, -0.1407, 0.0819], [0.3822, 0.8229, -0.8800], [-0.2612, 2.2545, -0.6178], [0.8227, -0.1954, 1.2986], [1.8923, -1.2691, 1.3696], [-0.9303, -2.1598, 0.4375], [-1.9604, -1.4040, -1.9770], [-2.4095, 0.2300, -1.2458], [-2.9388, -1.2936, -0.5322], [1.4500, 1.0403, -0.8875], [0.1591, 0.5206, -1.9036], [0.3320, 2.7175, 0.1614], [-0.1134, 2.8266, -1.5246], [-1.3114, 2.2149, -0.3761], [1.3255, 0.7727, 1.3606], [0.1985, -0.1429, 2.1952], [1.5094, -2.1977, 1.8140], [2.2336, -1.7261, 0.4379], [2.7018, -0.9659, 2.0215]],
  "mulliken_charge": [-1.105, 0.596, 0.421, -0.683, -0.995, -0.559, -1.109, -0.395, 0.311, 0.305, 0.408, 0.385, 0.453, 0.367, 0.364, 0.342, 0.391, 0.437, 0.352, 0.344, 0.370],
  "homo_energy_ha": [-0.57852, -0.56772],
  "multiplicity": 2,
  "total_charge": 1
}



Entry iii
{
  "formula": "C6H13NO",
  "method": "ωB97M-V with the def2-TZVPD basis set",
  "elements": ["O", "C", "C", "C", "C", "C", "C", "N", "H", "H", "H", "H", "H", "H", "H", "H", "H", "H", "H", "H", "H"],
  "positions_angstrom": [[-2.2092, 3.1277, 0.4816], [-1.9572, 2.1453, 1.1339], [-1.5499, 0.7826, 0.4315], [-0.1552, 0.8408, -0.1722], [1.0529, -0.0796, 0.4487], [1.4467, -1.0591, -0.6854], [2.2119, -2.3298, -0.1519], [-2.7570, 0.6196, -0.5947], [-1.9732, 2.0490, 2.1217], [-1.8564, -0.0158, 1.2713], [-0.1467, 0.5474, -1.2152], [0.4547, 1.7890, -0.1724], [1.9499, 0.6487, 0.5476], [0.9168, -0.4642, 1.5033], [2.1120, -0.6593, -1.3645], [0.6200, -1.3173, -1.2007], [2.3474, -2.4894, 0.8773], [3.3953, -2.3600, -0.4216], [1.7877, -3.3422, -0.4703], [-3.0938, 1.5653, -0.9811], [-2.5968, 0.0014, -1.3871]],
  "mulliken_charge": [-0.153, -0.049, 0.538, -1.102, -0.491, -0.838, -1.105, -0.705, 0.476, 0.388, 0.492, 0.412, 0.269, 0.459, 0.463, 0.529, 0.368, 0.258, 0.274, 0.252, 0.266],
  "homo_energy_ha": [-0.53113, -0.52689],
  "multiplicity": 2,
  "total_charge": 1
}



Entry iv
{
  "formula": "C6H13NO",
  "method": "ωB97M-V with the def2-TZVPD basis set",
  "elements": ["O", "C", "C", "N", "C", "C", "C", "C", "H", "H", "H", "H", "H", "H", "H", "H", "H", "H", "H", "H", "H"],
  "positions_angstrom": [[-1.5530, -0.9451, 2.2493], [-1.2870, -1.1675, 1.0935], [-1.5888, -0.2734, -0.0202], [-0.8772, -0.4864, -1.1754], [-0.0305, 0.7016, -1.4334], [1.3935, 0.6491, -0.7902], [1.5386, 1.8405, 0.1566], [1.7525, -0.6248, -0.0662], [-0.7343, -2.0701, 0.8301], [-2.1268, 0.6903, 0.0164], [-0.2098, 0.5767, 1.0650], [-1.5599, -0.5426, -1.9445], [-0.5500, 1.5615, -1.0223], [0.1001, 0.8493, -2.5077], [2.0700, 0.7890, -1.6394], [2.3901, 1.6904, 0.8015], [1.6311, 2.7959, -0.3680], [0.5947, 1.9640, 0.7347], [1.5867, -1.5006, -0.6925], [1.0356, -0.8972, 0.7179], [2.7712, -0.5696, 0.3059]],
  "mulliken_charge": [-0.359, -0.219, -0.281, -0.206, -0.869, 0.186, -1.179, -1.197, 0.492, 0.561, 0.143, 0.340, 0.449, 0.403, 0.438, 0.378, 0.372, 0.464, 0.409, 0.258, 0.416],
  "homo_energy_ha": [-0.55151, -0.55692],
  "multiplicity": 2,
  "total_charge": 1
}



Which of them is the most stable? Correct choice: entry ii.



Entry i
{
  "formula": "C5H14N2",
  "method": "ωB97M-V with the def2-TZVPD basis set",
  "elements": ["C", "C", "C", "C", "C", "N", "N", "H", "H", "H", "H", "H", "H", "H", "H", "H", "H", "H", "H", "H", "H"],
  "positions_angstrom": [[-0.4230, 0.4252, 0.2850], [-0.3078, 1.6951, 0.8822], [-1.2417, -1.6557, -0.7021], [-2.7108, 0.2011, -0.0399], [2.0987, -0.6545, 0.1331], [-1.3106, -0.3020, -0.1415], [3.1639, 0.2216, -0.3207], [0.1678, 1.7537, 1.8343], [-1.2528, 2.1943, 1.0399], [0.2066, 2.4710, 0.2875], [-0.7590, -1.7655, -1.5887], [-2.2432, -1.9230, -0.7750], [-0.8206, -2.2104, 0.0738], [-3.2830, 0.0255, -0.9873], [-2.6748, 1.2553, 0.1738], [-3.1205, -0.5060, 0.7211], [2.5424, -1.2919, 0.9385], [1.4745, -1.1041, -0.7429], [2.9941, 0.8947, -1.0141], [3.9905, -0.3310, -0.6753], [3.5092, 0.6068, 0.6183]],
  "mulliken_charge": [0.984, -1.343, -1.053, -0.935, -0.705, -0.038, -0.275, 0.369, 0.342, 0.363, 0.369, 0.411, 0.506, 0.361, 0.309, 0.435, 0.334, 0.422, 0.318, 0.399, 0.429],
  "homo_energy_ha": [-0.68979, -0.65904],
  "total_charge": 2
}



Entry ii
{
  "formula": "C5H14N2",
  "method": "ωB97M-V with the def2-TZVPD basis set",
  "elements": ["C", "C", "C", "C", "C", "N", "N", "H", "H", "H", "H", "H", "H", "H", "H", "H", "H", "H", "H", "H", "H"],
  "positions_angstrom": [[0.9994, -0.1898, -1.6588], [0.1134, -0.4237, -0.4706], [-0.6781, 0.6825, 0.1395], [0.0759, 0.6130, 1.5306], [-0.4800, 0.4671, 2.7194], [1.5459, 0.8390, 1.5490], [-1.6406, -1.2070, -1.8497], [1.8038, 0.5314, -1.5393], [0.3465, -0.0003, -2.5187], [1.2983, -1.1832, -2.0110], [0.1058, -1.4156, -0.0292], [-1.6938, 0.2995, 0.1932], [-0.6256, 1.5736, -0.4798], [0.1372, 0.5133, 3.6030], [-1.5478, 0.3912, 2.8769], [1.8982, 0.8064, 2.5091], [2.0049, 0.1399, 0.9553], [1.8603, 1.7133, 1.1059], [-2.1501, -0.6355, -2.5361], [-0.9435, -1.6803, -2.4140], [-2.4302, -1.8349, -1.6747]],
  "mulliken_charge": [-1.238, 0.046, -0.216, 0.555, -1.100, -0.225, -0.777, 0.385, 0.461, 0.413, 0.427, 0.389, 0.297, 0.263, 0.296, 0.372, 0.358, 0.395, 0.300, 0.310, 0.289],
  "homo_energy_ha": -0.70611,
  "total_charge": 2
}



Which of them is the most stable? Correct choice: entry ii.



Entry i
{
  "formula": "C2H3Br2N",
  "method": "ωB97M-V with the def2-TZVPD basis set",
  "elements": ["C", "C", "N", "Br", "Br", "H", "H", "H"],
  "positions_angstrom": [[1.3500, 0.1031, -0.4782], [-1.0439, 0.0353, 0.4635], [0.5144, 0.9048, -0.0716], [-0.9588, -1.8029, -0.0200], [-2.5816, 0.9240, -0.0440], [2.4342, 0.5222, -0.7763], [1.0806, -1.0046, -0.5824], [-0.7948, 0.3181, 1.5091]],
  "mulliken_charge": [-0.074, -0.097, -0.394, -0.095, -0.028, 0.237, 0.088, 0.362],
  "homo_energy_ha": -0.35163,
  "total_charge": 0
}



Entry ii
{
  "formula": "C2H3Br2N",
  "method": "ωB97M-V with the def2-TZVPD basis set",
  "elements": ["C", "C", "N", "Br", "Br", "H", "H", "H"],
  "positions_angstrom": [[0.0191, -0.1308, -0.5251], [-0.1584, -0.2544, 0.8855], [-0.3849, 0.5862, -1.3897], [1.5467, -1.5119, -1.0423], [-0.2716, 1.8384, 1.6819], [0.5467, -0.6095, 1.5709], [-1.0134, -0.6852, 1.1656], [-0.2841, 0.7672, -2.3469]],
  "mulliken_charge": [0.496, -0.840, -0.339, -0.298, -0.145, 0.469, 0.390, 0.267],
  "homo_energy_ha": -0.36922,
  "total_charge": 0
}



Which of them is the most stable? Correct choice: entry ii.